# 1
ORCA calculation (ωB97M-V/def2-TZVPD) on C8H24FeNO11 as an isolated structure at a distorted geometry.

Output
⟨S²⟩ = 6.006
spin multiplicity = 5
total charge = +1
E_LUMO (alpha / beta) = -7.04 / -7.25 eV
HOMO level (alpha / beta) = -0.418 / -0.418 hartree

Positions of all 45 atoms, in Å:
H (-3.619, 2.748, -2.767)
C (-3.597, 2.031, -1.942)
O (0.960, 2.973, -1.107)
Fe (2.657, -3.385, -0.604)
N (1.077, -0.451, -1.151)
O (1.043, -0.155, -2.359)
H (-2.770, -0.122, 3.483)
H (1.280, -4.545, 2.734)
H (-2.654, 1.632, 4.579)
H (3.973, 3.788, -2.206)
H (-0.611, -4.885, 1.019)
H (2.173, 4.514, -0.787)
H (0.294, -3.187, 2.279)
O (-0.573, -1.193, 1.975)
H (-1.984, 1.074, -0.959)
H (-0.756, 0.617, -2.876)
C (0.459, -4.807, 0.835)
H (0.854, 2.017, -0.961)
C (-0.533, -0.320, 3.100)
O (2.308, -3.310, 1.517)
H (2.739, -2.722, 2.148)
O (1.516, -1.591, -0.833)
H (2.514, 1.416, -2.481)
H (0.327, 0.346, 3.225)
H (-0.115, -0.728, 1.262)
C (-2.122, 1.525, -1.949)
H (-1.519, 2.437, -1.860)
H (2.628, 3.747, -3.193)
C (-1.838, 0.406, 3.239)
H (-2.230, 0.899, 2.339)
O (-4.435, 0.898, -2.132)
O (3.376, 1.851, -2.477)
C (1.042, -3.881, 1.897)
O (0.708, 0.359, -0.302)
H (-0.180, -4.177, -0.932)
O (-1.787, 1.265, 4.398)
H (0.932, -5.790, 0.837)
H (2.844, 2.934, -0.213)
C (2.305, 3.455, -1.007)
H (-4.429, 0.688, -3.070)
H (-0.348, -0.879, 4.025)
H (-3.818, 2.536, -1.006)
C (3.029, 3.241, -2.315)
O (-1.698, 0.739, -3.048)
O (0.581, -4.007, -0.360)

Atom charges from the Löwdin analysis, given in e for atoms 1 to 4: 0.12 -0.22 -0.09 1.32

=====

# 2
ORCA calculation (ωB97M-V/def2-TZVPD) on C8H24Hg2O5 as an isolated structure at a distorted geometry.

Output
total charge = +2
E_LUMO = -10.81 eV
HOMO level = -0.583 hartree

Positions of all 39 atoms, in Å:
H (3.543, -2.218, -1.741)
H (2.009, 5.167, -2.170)
O (-3.168, -0.785, 1.670)
H (2.136, -2.100, -2.812)
H (-2.845, 0.243, 3.399)
C (0.743, 3.773, -0.995)
H (-0.324, 0.685, 2.947)
O (0.942, -0.120, -1.148)
H (2.947, 0.219, -1.670)
C (2.263, -0.534, -1.280)
Hg (-2.490, 3.064, -1.276)
C (1.768, 4.928, -1.134)
O (-1.004, -2.050, -0.486)
C (-0.899, -0.034, 2.363)
C (-0.145, -3.591, 1.203)
H (2.620, -0.611, -0.253)
H (2.716, 4.635, -0.682)
H (-0.500, 0.015, 1.349)
H (-2.701, 1.138, 1.889)
C (-2.441, 0.204, 2.387)
C (-0.770, -3.458, -0.188)
H (1.568, 5.824, -0.546)
H (-0.946, -3.453, 1.929)
H (-0.162, -1.601, -0.598)
H (-0.029, -3.858, -0.880)
H (-3.882, -1.105, 2.226)
H (-0.810, -1.052, 2.740)
H (0.466, -2.727, 1.462)
H (0.840, 0.815, -0.953)
Hg (-3.084, -0.849, -0.735)
H (1.914, -2.615, -1.091)
O (-1.903, 0.960, -0.801)
H (1.085, 2.855, -1.472)
C (2.478, -1.989, -1.783)
H (0.786, 3.485, 0.055)
H (0.387, -4.508, 1.454)
H (-0.953, 1.175, -0.730)
O (-0.506, 4.175, -1.428)
H (-1.649, -4.102, -0.221)

Atom charges from the Löwdin analysis, given in e for atoms 1 to 4: 0.10 0.09 -0.15 0.08

=====

# 3
ORCA calculation (ωB97M-V/def2-TZVPD) on C8H24LiO4S4 as an isolated structure at a distorted geometry.

Output
total charge = +1
E_LUMO = -1.93 eV
HOMO level = -0.434 hartree

Positions of all 41 atoms, in Å:
H (0.623, -4.436, 2.523)
C (-3.413, 0.751, 0.017)
O (1.073, -2.037, -0.030)
S (-2.899, -0.648, 0.811)
C (2.291, -2.086, 2.280)
C (0.511, -3.968, 1.525)
H (-3.017, -0.937, 3.158)
C (2.221, 1.829, 1.897)
H (-4.360, -0.166, 2.687)
H (0.081, 2.691, -2.718)
H (0.322, 3.800, 1.118)
H (0.330, -4.760, 0.896)
H (-2.672, 1.717, 0.291)
O (-1.372, -0.741, 0.622)
H (-2.864, 0.959, 2.452)
H (-3.541, 0.713, -1.140)
H (3.323, -1.608, 2.158)
Li (0.126, -0.510, -0.647)
H (1.073, -0.129, -5.660)
H (-0.176, 2.785, -0.514)
H (-0.409, -3.342, 1.819)
H (-0.388, 2.015, 0.967)
H (2.045, 2.842, 2.381)
O (-0.646, -0.176, -2.351)
H (1.662, -0.749, -4.175)
H (1.444, -1.386, 2.495)
H (2.306, -2.815, 3.171)
H (2.019, 0.947, 2.469)
O (1.524, 0.771, -0.454)
H (1.628, 1.455, -3.100)
C (0.541, 1.861, -3.402)
S (1.782, 2.208, 0.187)
H (-4.398, 1.084, 0.232)
C (0.625, -0.482, -4.668)
H (0.889, 2.253, -4.292)
S (1.819, -3.112, 0.841)
S (-0.534, 0.510, -3.780)
C (0.109, 2.729, 0.500)
C (-3.228, -0.143, 2.478)
H (0.357, -1.421, -4.902)
H (3.174, 1.745, 1.860)

Atom charges from the Löwdin analysis, given in e for atoms 1 to 4: 0.08 -0.34 -0.66 0.84

=====

# 4
ORCA calculation (ωB97M-V/def2-TZVPD) on a 2-piece molecular cluster, C8H24N3Si overall at a distorted geometry.

Output
total charge = +1
E_LUMO = -3.93 eV
HOMO level = -0.433 hartree

Positions of all 36 atoms, in Å:
C (2.799, -1.488, 1.348)
C (-4.032, 1.407, 0.183)
H (1.541, 2.445, 0.668)
C (-2.234, -1.304, 0.596)
C (-3.003, 0.602, -0.572)
C (1.936, -0.961, -0.846)
H (-2.098, -3.293, -0.065)
H (-3.383, -1.264, 0.688)
N (2.595, -0.398, 0.301)
H (-1.932, -1.588, 1.728)
N (-1.935, 0.044, 0.230)
H (4.109, 0.634, 1.052)
H (-2.219, -2.197, -1.337)
H (3.616, -2.173, 0.873)
C (0.884, 3.042, 0.009)
H (4.508, -0.225, -0.537)
C (-1.760, -2.274, -0.419)
H (-0.690, 2.368, -1.034)
H (1.478, 3.229, -0.901)
Si (-0.461, 0.710, 0.647)
N (-0.157, 2.029, -0.303)
H (-3.691, 2.436, -0.025)
H (-5.000, 1.192, -0.048)
H (2.444, -1.883, -1.375)
H (-0.780, -2.113, -0.661)
H (-2.576, 1.343, -1.270)
H (0.616, 4.078, 0.448)
H (3.433, 1.187, -0.583)
H (2.029, -2.202, 1.315)
H (0.543, -0.039, 1.443)
H (-3.918, 1.268, 1.243)
H (-3.427, -0.326, -1.044)
H (1.006, -1.450, -0.493)
H (3.119, -1.066, 2.250)
C (3.782, 0.362, 0.089)
H (1.759, -0.118, -1.487)

Atom charges from the Löwdin analysis, given in e for atoms 1 to 4: -0.06 -0.05 0.05 -0.32

=====

# 5
ORCA calculation (ωB97M-V/def2-TZVPD) on a 4-piece molecular cluster, C8H24O4 overall at a distorted geometry.

Output
SMILES = CCO.CCO.CCO.CCO
E_LUMO = 0.56 eV
HOMO level = -0.355 hartree

Positions of all 36 atoms, in Å:
H (0.469, 5.293, -4.291)
H (0.758, 1.492, 1.561)
H (3.201, -0.386, 2.552)
H (-0.295, 1.921, -1.127)
C (-0.811, 0.167, -0.506)
H (0.002, -0.768, 1.420)
H (1.158, 3.901, -5.095)
H (-0.325, -0.423, -1.283)
C (3.008, -0.155, 1.504)
C (1.050, 4.386, -4.125)
H (-1.170, -1.630, 0.625)
C (-2.468, -3.795, 2.914)
H (-1.643, -0.166, 1.503)
O (-2.116, -4.525, 0.674)
H (3.504, 1.955, 1.568)
C (-2.644, -4.941, 1.921)
H (2.509, 1.519, 0.166)
H (0.572, 3.723, -1.999)
O (1.569, 1.550, 2.071)
C (-0.899, -0.595, 0.832)
H (-1.163, -4.410, 0.693)
C (0.466, 3.368, -3.024)
H (-2.211, -5.856, 2.327)
O (-0.154, 1.375, -0.350)
H (2.016, 4.836, -3.894)
H (-0.650, 2.121, -3.852)
H (-1.798, 0.274, -0.954)
H (2.122, -0.712, 1.201)
C (2.706, 1.301, 1.216)
O (-0.812, 2.892, -3.304)
H (-2.418, -2.807, 2.457)
H (-3.264, -3.825, 3.658)
H (3.855, -0.502, 0.911)
H (-3.697, -5.106, 1.694)
H (1.040, 2.443, -2.990)
H (-1.467, -3.916, 3.328)

Atom charges from the Löwdin analysis, given in e for atoms 1 to 4: 0.06 0.03 0.08 0.05

=====

# 6
ORCA calculation (ωB97M-V/def2-TZVPD) on an isolated molecule of C8H24O4Si3 at a distorted geometry.

Output
SMILES = CO[Si](C)(C)O[Si](C)(C)O[Si](C)(C)OC
E_LUMO = 0.72 eV
HOMO level = -0.362 hartree

Positions of all 39 atoms, in Å:
H (-1.780, 4.119, 2.045)
H (1.629, -1.969, 2.433)
H (-3.233, -2.304, -2.019)
H (-1.914, -3.237, -2.803)
H (3.135, 2.881, 1.811)
C (-1.401, -1.403, 2.428)
C (2.362, 2.153, 2.073)
H (2.808, 1.164, 2.191)
C (1.751, 2.055, -0.834)
Si (0.944, 2.038, 0.876)
Si (-1.005, -1.208, -1.829)
H (1.711, -2.614, 0.815)
H (2.261, 1.132, -1.098)
O (-0.793, -1.758, -0.298)
H (2.312, -0.977, 1.127)
H (-2.339, -0.970, 2.145)
H (0.855, 2.115, -1.446)
H (-2.554, -1.790, -3.576)
H (-1.047, -0.919, 3.344)
C (-1.191, 3.207, 2.038)
H (2.127, -2.386, -2.968)
H (-1.846, 2.363, 1.837)
H (-1.580, -2.460, 2.602)
H (-1.145, 1.180, -2.601)
H (0.927, -2.926, -1.791)
C (1.050, -2.502, -2.759)
O (0.116, 0.597, 1.072)
C (-2.310, -2.264, -2.624)
C (1.550, -1.738, 1.379)
H (-0.716, 3.058, 3.019)
H (-2.703, 0.524, -1.830)
O (0.412, -1.251, -2.716)
H (0.581, -3.213, -3.499)
O (-0.194, 3.257, 1.044)
H (2.424, 2.890, -1.043)
C (-1.597, 0.598, -1.796)
Si (-0.161, -1.062, 1.086)
H (1.979, 2.518, 3.031)
H (-1.423, 1.102, -0.865)

Atom charges from the Löwdin analysis, given in e for atoms 1 to 4: 0.08 0.03 0.05 0.02

=====

| no. | energy (eV) |
| --- | --- |
| 1 | -67069.372 |
| 2 | -27249.316 |
| 3 | -60410.810 |
| 4 | -21024.618 |
| 5 | -16873.227 |
| 6 | -40517.272 |